## P
{
  "formula": "C5H8N2O",
  "method": "ωB97M-V with the def2-TZVPD basis set",
  "smiles": "OCCc1cc[nH]n1",
  "orbital_gap_ev": 9.8,
  "multiplicity": 1,
  "elements": ["O", "C", "C", "C", "C", "C", "N", "N", "H", "H", "H", "H", "H", "H", "H", "H"],
  "xyz": [[1.366, 2.088, -0.372], [0.323, 2.178, 0.483], [-0.038, 0.893, 1.252], [-0.184, -0.325, 0.360], [0.628, -1.420, 0.290], [0.026, -2.165, -0.648], [-1.065, -1.544, -1.042], [-1.328, -0.434, -0.373], [1.992, 2.008, 0.079], [0.400, 3.125, 1.207], [-0.580, 2.312, -0.184], [-1.063, 1.181, 1.699], [0.812, 0.505, 1.968], [1.618, -1.490, 0.583], [0.043, -3.395, -1.096], [-1.935, -2.072, -1.794]],
  "nbo_charge": [-0.657, -0.062, -0.455, 0.128, -0.388, -0.006, -0.327, -0.288, 0.423, 0.149, 0.185, 0.239, 0.200, 0.232, 0.211, 0.415]
}


## Q
{
  "formula": "C5H8N2O",
  "method": "ωB97M-V with the def2-TZVPD basis set",
  "smiles": "O=C[C@H]1NC[C@H]2N[C@H]12",
  "orbital_gap_ev": 9.7,
  "multiplicity": 1,
  "elements": ["O", "C", "C", "N", "C", "C", "N", "C", "H", "H", "H", "H", "H", "H", "H", "H"],
  "xyz": [[-1.551, -0.222, 2.522], [-0.903, 0.659, 1.928], [-0.090, 0.345, 0.896], [0.147, -1.050, 0.588], [0.609, -1.329, -0.680], [0.646, 0.206, -1.329], [-0.020, 1.428, -1.705], [-0.314, 0.741, -0.505], [-0.968, 1.724, 2.162], [0.768, 0.854, 1.197], [0.346, -1.827, 1.432], [-0.004, -1.981, -1.514], [1.556, -1.762, -0.838], [1.718, 0.588, -1.036], [-0.558, 1.429, -2.486], [-1.382, 0.194, -0.632]],
  "nbo_charge": [-0.524, 0.410, -0.179, -0.650, -0.159, -0.133, -0.526, -0.040, 0.131, 0.208, 0.422, 0.160, 0.190, 0.158, 0.375, 0.156]
}


## R
{
  "formula": "C5H8N2O",
  "method": "ωB97M-V with the def2-TZVPD basis set",
  "orbital_gap_ev": 8.4,
  "multiplicity": 1,
  "elements": ["C", "C", "C", "C", "C", "H", "H", "H", "H", "H", "H", "H", "H", "N", "N", "O"],
  "xyz": [[-1.885, -0.877, 0.943], [-1.950, -0.837, -0.473], [-0.090, 0.736, -0.479], [0.006, 2.000, 0.066], [2.095, -0.143, 0.095], [-2.236, -1.796, 1.327], [-1.210, -0.112, 1.497], [-2.697, -1.271, -1.240], [0.935, 2.289, 0.584], [-0.839, 2.784, 0.460], [0.064, -1.289, -0.981], [2.310, 0.897, 0.716], [2.755, -1.588, -0.749], [0.868, -0.199, -0.681], [3.125, -0.857, -0.075], [-1.251, 0.264, -1.009]],
  "nbo_charge": [-0.452, 0.055, 0.461, -0.591, 0.263, 0.209, 0.244, 0.241, 0.202, 0.240, 0.432, 0.186, 0.322, -0.664, -0.614, -0.534]
}


## S
{
  "formula": "C5H8N2O",
  "method": "ωB97M-V with the def2-TZVPD basis set",
  "smiles": "CC1=NN2[C@H](C)[C@H]2O1",
  "orbital_gap_ev": 9.0,
  "multiplicity": 1,
  "elements": ["C", "C", "N", "N", "C", "C", "C", "O", "H", "H", "H", "H", "H", "H", "H", "H"],
  "xyz": [[0.697, -0.449, 2.864], [0.337, -0.066, 1.478], [1.003, -0.558, 0.559], [0.721, 0.100, -0.660], [-0.576, -0.290, -1.272], [-0.776, -0.181, -2.775], [-0.243, 1.198, -0.228], [-0.448, 1.026, 1.131], [0.067, -0.209, 3.619], [1.665, 0.086, 2.994], [1.068, -1.445, 2.815], [-1.129, -0.986, -0.616], [-1.597, 0.453, -2.993], [-1.059, -1.169, -3.076], [0.256, 0.199, -3.268], [0.015, 2.292, -0.573]],
  "nbo_charge": [-0.663, 0.515, -0.327, -0.312, -0.038, -0.645, 0.148, -0.497, 0.227, 0.241, 0.251, 0.205, 0.225, 0.222, 0.233, 0.213]
}


Which one is most stable, and which one is least stable? S is the most stable of them, while Q is the least stable.


## P
{
  "formula": "C5H8N2O",
  "method": "ωB97M-V with the def2-TZVPD basis set",
  "smiles": "C(=N\\N1CC1)/[C@@H]1CO1",
  "orbital_gap_ev": 10.5,
  "multiplicity": 1,
  "elements": ["C", "N", "N", "C", "C", "C", "C", "O", "H", "H", "H", "H", "H", "H", "H", "H"],
  "xyz": [[0.543, -0.161, 0.444], [-0.393, 0.586, -0.029], [-1.062, -0.239, -1.108], [-2.508, -0.231, -0.831], [-1.969, 0.776, -1.748], [1.504, 0.406, 1.495], [2.876, -0.339, 1.069], [1.982, -0.857, 2.053], [0.607, -1.343, 0.344], [-2.901, -1.171, -1.349], [-3.097, 0.000, 0.319], [-1.942, 0.760, -2.803], [-1.732, 1.751, -1.435], [1.333, 1.241, 2.063], [2.736, -1.241, 0.115], [4.023, 0.062, 1.400]],
  "nbo_charge": [0.081, -0.310, -0.282, -0.279, -0.285, 0.003, -0.131, -0.517, 0.208, 0.216, 0.223, 0.201, 0.215, 0.221, 0.207, 0.227]
}


## Q
{
  "formula": "C5H8N2O",
  "method": "ωB97M-V with the def2-TZVPD basis set",
  "smiles": "CN1NCC=CC1=O",
  "orbital_gap_ev": 9.9,
  "multiplicity": 1,
  "elements": ["C", "N", "N", "C", "C", "C", "C", "O", "H", "H", "H", "H", "H", "H", "H", "H"],
  "xyz": [[1.824, -1.051, -0.286], [0.718, -0.391, -0.205], [-0.148, -1.258, 0.690], [-1.461, -1.143, -0.131], [-2.031, 0.413, -0.130], [-1.079, 1.265, -0.068], [0.465, 0.915, -0.085], [1.376, 1.713, 0.231], [2.509, -0.911, 0.638], [1.758, -2.207, -0.670], [2.462, -0.442, -1.006], [-0.384, -0.549, 1.571], [-2.217, -1.827, 0.282], [-1.073, -1.472, -1.256], [-3.058, 0.517, -0.303], [-1.304, 2.335, -0.303]],
  "nbo_charge": [-0.396, -0.361, -0.419, -0.275, -0.166, -0.292, 0.641, -0.579, 0.188, 0.221, 0.216, 0.345, 0.206, 0.222, 0.219, 0.233]
}


Which one is most stable, and which one is least stable? Q is the most stable of them, while P is the least stable.


## P
{
  "formula": "C3HClO",
  "method": "ωB97M-V with the def2-TZVPD basis set",
  "orbital_gap_ev": 8.3,
  "multiplicity": 1,
  "elements": ["C", "C", "C", "O", "Cl", "H"],
  "xyz": [[-1.360, 0.860, -0.333], [0.577, -0.840, 0.355], [-0.363, 0.219, -0.034], [1.100, -1.813, 0.539], [2.455, 0.233, -0.234], [-2.409, 1.341, -0.293]],
  "nbo_charge": [-0.043, 0.781, -0.182, -0.321, -0.524, 0.288]
}


## Q
{
  "formula": "C3HClO",
  "method": "ωB97M-V with the def2-TZVPD basis set",
  "smiles": "O=c1cc1Cl",
  "orbital_gap_ev": 10.1,
  "multiplicity": 1,
  "elements": ["O", "C", "C", "C", "Cl", "H"],
  "xyz": [[-0.018, 2.082, -0.028], [-0.120, 0.894, 0.130], [-0.781, -0.360, -0.002], [0.548, -0.398, 0.142], [1.993, -1.292, 0.013], [-1.623, -0.925, -0.255]],
  "nbo_charge": [-0.549, 0.524, -0.219, -0.073, 0.090, 0.227]
}


Which one is most stable, and which one is least stable? Q is the most stable of them, while P is the least stable.